{"formula": "C90H218N14O26", "method": "ωB97M-V/def2-TZVPD", "species": ["C", "C", "C", "C", "C", "C", "N", "O", "C", "C", "C", "H", "H", "H", "H", "H", "H", "H", "H", "H", "H", "H", "H", "H", "H", "H", "H", "H", "H", "H", "C", "C", "C", "C", "C", "C", "N", "O", "C", "C", "C", "H", "H", "H", "H", "H", "H", "H", "H", "H", "H", "H", "H", "H", "H", "H", "H", "H", "H", "H", "C", "O", "C", "C", "N", "C", "C", "O", "C", "H", "H", "H", "H", "H", "H", "H", "H", "H", "H", "H", "H", "H", "H", "H", "C", "O", "C", "C", "N", "C", "C", "O", "C", "H", "H", "H", "H", "H", "H", "H", "H", "H", "H", "H", "H", "H", "H", "H", "C", "O", "C", "C", "N", "C", "C", "O", "C", "H", "H", "H", "H", "H", "H", "H", "H", "H", "H", "H", "H", "H", "H", "H", "C", "O", "C", "C", "N", "C", "C", "O", "C", "H", "H", "H", "H", "H", "H", "H", "H", "H", "H", "H", "H", "H", "H", "H", "C", "O", "C", "C", "N", "C", "C", "O", "C", "H", "H", "H", "H", "H", "H", "H", "H", "H", "H", "H", "H", "H", "H", "H", "C", "O", "C", "C", "N", "C", "C", "O", "C", "H", "H", "H", "H", "H", "H", "H", "H", "H", "H", "H", "H", "H", "H", "H", "C", "O", "C", "C", "N", "C", "C", "O", "C", "H", "H", "H", "H", "H", "H", "H", "H", "H", "H", "H", "H", "H", "H", "H", "C", "O", "C", "C", "N", "C", "C", "O", "C", "H", "H", "H", "H", "H", "H", "H", "H", "H", "H", "H", "H", "H", "H", "H", "C", "O", "C", "C", "N", "C", "C", "O", "C", "H", "H", "H", "H", "H", "H", "H", "H", "H", "H", "H", "H", "H", "H", "H", "C", "O", "C", "C", "N", "C", "C", "O", "C", "H", "H", "H", "H", "H", "H", "H", "H", "H", "H", "H", "H", "H", "H", "H", "C", "O", "C", "C", "N", "C", "C", "O", "C", "H", "H", "H", "H", "H", "H", "H", "H", "H", "H", "H", "H", "H", "H", "H", "C", "O", "C", "C", "N", "C", "C", "O", "C", "H", "H", "H", "H", "H", "H", "H", "H", "H", "H", "H", "H", "H", "H", "H"], "coordinates": [[1.147, -6.971, -2.380], [1.973, -5.863, -2.980], [3.321, -6.432, -3.404], [3.213, -7.310, -4.631], [2.672, -6.404, -5.792], [1.354, -5.662, -5.551], [1.305, -5.178, -4.146], [0.175, -4.526, -3.797], [1.315, -4.390, -6.483], [0.177, -6.577, -5.914], [2.251, -4.846, -1.880], [0.772, -7.642, -3.153], [0.331, -6.621, -1.747], [1.820, -7.566, -1.762], [3.962, -5.606, -3.712], [3.850, -6.915, -2.582], [2.506, -8.112, -4.422], [4.194, -7.717, -4.878], [2.551, -7.179, -6.549], [3.473, -5.741, -6.122], [1.220, -4.681, -7.529], [0.392, -3.830, -6.332], [2.183, -3.731, -6.449], [-0.775, -6.140, -5.612], [0.018, -6.778, -6.973], [0.266, -7.482, -5.314], [2.798, -5.219, -1.014], [1.336, -4.377, -1.517], [2.847, -4.023, -2.275], [0.424, -3.601, -3.860], [-0.030, 1.872, 0.698], [-0.188, 0.330, 0.526], [-0.226, -0.181, 2.000], [-0.698, -1.712, 2.093], [-1.978, -1.923, 1.283], [-1.897, -1.400, -0.197], [-1.431, -0.012, -0.178], [-1.535, 0.548, -1.436], [-1.063, -2.421, -1.047], [-3.366, -1.477, -0.741], [1.126, -0.169, -0.073], [-0.836, 2.302, 1.292], [-0.089, 2.366, -0.272], [0.956, 2.100, 1.103], [0.778, -0.094, 2.414], [-0.862, 0.485, 2.583], [-0.765, -2.061, 3.123], [0.082, -2.307, 1.618], [-2.683, -1.318, 1.853], [-2.265, -2.960, 1.458], [-0.840, -1.997, -2.026], [-0.143, -2.691, -0.528], [-1.677, -3.287, -1.294], [-3.746, -2.499, -0.718], [-3.995, -0.958, -0.018], [-3.562, -1.088, -1.740], [1.138, -1.259, -0.097], [2.015, 0.113, 0.492], [1.306, 0.160, -1.096], [-2.275, 1.159, -1.397], [8.794, 6.948, 2.320], [7.982, 6.881, 1.167], [8.332, 5.713, 0.412], [7.358, 5.635, -0.745], [7.004, 4.284, -1.192], [5.919, 4.306, -2.201], [5.279, 2.896, -2.446], [4.793, 2.393, -1.222], [3.460, 2.749, -1.032], [8.501, 7.850, 2.857], [9.866, 6.881, 2.138], [8.616, 6.149, 3.039], [8.324, 4.852, 1.081], [9.309, 5.735, -0.071], [7.700, 6.319, -1.522], [6.486, 6.182, -0.386], [6.686, 3.679, -0.449], [6.163, 4.747, -3.168], [5.159, 4.949, -1.757], [6.083, 2.298, -2.873], [4.489, 2.954, -3.194], [3.328, 3.831, -1.073], [3.330, 2.405, -0.006], [2.697, 2.286, -1.658], [-4.074, -4.149, 5.649], [-3.679, -5.479, 5.682], [-2.759, -5.793, 6.740], [-1.371, -5.126, 6.517], [-0.752, -5.569, 5.286], [0.125, -4.534, 4.756], [0.798, -5.054, 3.542], [-0.013, -4.950, 2.436], [0.599, -5.315, 1.213], [-4.984, -3.956, 5.081], [-3.321, -3.459, 5.270], [-4.432, -3.703, 6.577], [-2.728, -6.881, 6.678], [-3.183, -5.485, 7.695], [-0.746, -5.403, 7.366], [-1.511, -4.047, 6.586], [-1.422, -5.892, 4.604], [0.826, -4.371, 5.574], [-0.399, -3.611, 4.507], [1.112, -6.067, 3.792], [1.578, -4.310, 3.375], [0.903, -6.361, 1.201], [1.434, -4.693, 0.891], [-0.180, -5.040, 0.501], [5.489, 8.415, -2.325], [5.282, 8.408, -0.936], [4.022, 7.799, -0.596], [3.948, 7.829, 0.956], [4.921, 7.036, 1.726], [4.644, 5.592, 1.612], [3.249, 5.277, 2.159], [2.370, 5.160, 1.013], [1.058, 5.061, 1.445], [6.470, 8.842, -2.533], [4.769, 8.981, -2.917], [5.576, 7.392, -2.691], [3.916, 6.777, -0.961], [3.192, 8.285, -1.109], [2.974, 7.700, 1.430], [4.228, 8.828, 1.291], [5.870, 7.103, 1.388], [5.377, 5.015, 2.175], [4.807, 5.199, 0.608], [2.879, 6.042, 2.843], [3.302, 4.423, 2.834], [0.861, 4.188, 2.067], [0.424, 4.923, 0.569], [0.757, 5.923, 2.041], [-2.682, 5.642, -0.712], [-2.967, 4.286, -0.467], [-3.429, 3.953, 0.844], [-4.171, 2.632, 0.720], [-5.506, 2.783, 0.164], [-6.099, 1.440, 0.080], [-7.597, 1.521, -0.470], [-7.574, 1.961, -1.804], [-8.797, 2.353, -2.331], [-2.280, 5.784, -1.715], [-2.018, 6.062, 0.044], [-3.550, 6.297, -0.634], [-4.088, 4.746, 1.196], [-2.580, 3.967, 1.528], [-4.347, 2.191, 1.701], [-3.623, 1.890, 0.139], [-5.357, 3.155, -0.763], [-6.100, 1.101, 1.116], [-5.476, 0.750, -0.488], [-8.092, 2.284, 0.131], [-8.131, 0.571, -0.441], [-9.467, 1.493, -2.368], [-8.588, 2.678, -3.350], [-9.366, 3.094, -1.771], [3.744, 0.716, 3.878], [4.835, 1.508, 3.343], [5.624, 0.855, 2.280], [6.275, 1.982, 1.523], [7.235, 2.737, 2.313], [8.367, 1.959, 2.822], [9.452, 2.780, 3.618], [9.061, 3.043, 5.006], [9.751, 4.116, 5.684], [4.188, -0.182, 4.306], [3.060, 0.442, 3.075], [3.276, 1.340, 4.640], [4.952, 0.321, 1.609], [6.273, 0.070, 2.668], [5.569, 2.728, 1.158], [6.846, 1.654, 0.654], [6.730, 3.088, 3.114], [8.873, 1.517, 1.964], [7.981, 1.090, 3.356], [9.681, 3.747, 3.170], [10.349, 2.163, 3.664], [9.374, 4.332, 6.684], [9.623, 5.073, 5.179], [10.831, 3.968, 5.711], [1.880, -1.635, -3.739], [0.646, -1.480, -4.463], [0.232, -0.095, -4.494], [-1.233, -0.047, -4.947], [-1.303, -0.611, -6.293], [-2.566, -0.726, -6.966], [-2.719, -1.955, -7.818], [-2.565, -3.094, -7.065], [-2.749, -4.339, -7.776], [2.631, -0.917, -4.066], [2.305, -2.628, -3.890], [1.690, -1.587, -2.666], [0.908, 0.505, -5.103], [0.190, 0.257, -3.463], [-1.545, 0.997, -4.930], [-1.885, -0.640, -4.305], [-0.913, -1.535, -6.171], [-2.736, 0.136, -7.611], [-3.344, -0.645, -6.207], [-1.980, -1.833, -8.610], [-3.705, -1.883, -8.275], [-3.584, -4.332, -8.477], [-2.811, -5.231, -7.152], [-1.902, -4.583, -8.418], [-9.244, -2.160, -1.075], [-8.476, -1.513, -2.100], [-7.162, -1.995, -2.261], [-6.552, -1.177, -3.400], [-5.954, -0.016, -2.779], [-5.125, 0.560, -3.790], [-4.588, 1.869, -3.231], [-3.652, 2.365, -4.210], [-3.038, 3.552, -3.874], [-10.274, -1.804, -1.102], [-8.870, -1.903, -0.084], [-9.181, -3.239, -1.213], [-7.284, -3.052, -2.498], [-6.505, -1.921, -1.394], [-7.250, -0.931, -4.201], [-5.767, -1.718, -3.928], [-6.685, 0.628, -2.512], [-5.648, 0.781, -4.721], [-4.271, -0.111, -3.885], [-4.119, 1.790, -2.250], [-5.298, 2.673, -3.037], [-2.354, 3.345, -3.051], [-3.720, 4.386, -3.705], [-2.454, 3.748, -4.773], [-10.630, 1.274, 4.767], [-9.314, 1.641, 4.338], [-9.113, 1.375, 2.936], [-8.683, -0.068, 2.712], [-7.267, -0.142, 3.122], [-6.685, -1.445, 2.901], [-5.210, -1.403, 3.132], [-4.893, -1.055, 4.480], [-3.505, -0.821, 4.792], [-10.775, 0.196, 4.690], [-11.386, 1.723, 4.124], [-10.839, 1.558, 5.799], [-8.356, 2.072, 2.577], [-9.997, 1.598, 2.338], [-8.710, -0.345, 1.658], [-9.287, -0.713, 3.350], [-7.004, 0.202, 4.035], [-6.867, -1.754, 1.872], [-7.152, -2.157, 3.582], [-4.765, -0.665, 2.464], [-4.832, -2.413, 2.969], [-3.256, 0.101, 4.267], [-2.875, -1.664, 4.510], [-3.354, -0.655, 5.858], [4.663, -5.996, 4.219], [5.630, -5.280, 3.538], [6.925, -5.916, 3.552], [7.972, -4.944, 2.937], [8.000, -4.729, 1.480], [6.733, -4.108, 1.081], [6.461, -2.672, 1.630], [5.269, -2.175, 1.046], [4.092, -2.646, 1.630], [3.674, -5.539, 4.206], [4.753, -5.970, 5.305], [4.636, -7.062, 3.991], [6.940, -6.864, 3.015], [7.454, -6.209, 4.459], [8.932, -5.368, 3.232], [7.891, -3.978, 3.436], [8.205, -5.624, 1.061], [5.920, -4.828, 1.177], [6.742, -3.906, 0.010], [7.284, -2.042, 1.294], [6.416, -2.649, 2.719], [4.104, -2.241, 2.641], [4.119, -3.728, 1.757], [3.227, -2.185, 1.154], [-3.032, -4.393, -3.577], [-3.431, -5.670, -3.062], [-2.440, -6.746, -2.860], [-3.126, -8.055, -2.426], [-3.936, -7.905, -1.211], [-3.053, -7.791, 0.010], [-3.885, -7.659, 1.306], [-4.640, -6.515, 1.350], [-3.871, -5.340, 1.642], [-3.790, -3.623, -3.433], [-2.957, -4.409, -4.664], [-2.101, -3.956, -3.215], [-1.737, -6.365, -2.119], [-1.786, -6.972, -3.702], [-2.378, -8.816, -2.203], [-3.759, -8.411, -3.238], [-4.343, -6.980, -1.220], [-2.343, -6.968, -0.073], [-2.508, -8.714, 0.209], [-3.141, -7.619, 2.102], [-4.487, -8.543, 1.517], [-4.536, -4.491, 1.803], [-3.235, -5.055, 0.804], [-3.279, -5.283, 2.555], [0.572, 4.885, -8.385], [0.879, 4.788, -7.053], [0.384, 3.625, -6.318], [0.748, 3.753, -4.852], [0.237, 4.945, -4.218], [0.903, 5.039, -2.865], [0.638, 6.492, -2.355], [1.528, 7.375, -2.993], [1.147, 8.698, -2.905], [0.998, 5.809, -8.775], [-0.496, 4.836, -8.598], [1.045, 4.055, -8.910], [0.749, 2.760, -6.872], [-0.704, 3.644, -6.380], [1.810, 3.512, -4.822], [0.201, 2.916, -4.418], [0.359, 5.690, -4.888], [1.970, 4.828, -2.928], [0.352, 4.403, -2.172], [0.841, 6.666, -1.298], [-0.406, 6.758, -2.522], [0.174, 8.716, -3.397], [1.825, 9.253, -3.553], [1.036, 9.196, -1.942], [2.254, 4.002, 7.615], [1.384, 4.738, 6.782], [1.506, 4.492, 5.402], [0.563, 3.352, 4.942], [-0.840, 3.891, 4.744], [-1.734, 2.814, 4.418], [-3.220, 3.139, 4.728], [-3.340, 3.629, 6.060], [-4.691, 4.021, 6.397], [3.326, 4.198, 7.633], [2.221, 2.922, 7.475], [1.959, 4.359, 8.602], [2.505, 4.334, 4.994], [1.166, 5.412, 4.928], [0.633, 2.660, 5.782], [0.938, 2.737, 4.124], [-1.241, 4.158, 5.632], [-1.451, 1.938, 5.002], [-1.503, 2.440, 3.421], [-3.797, 2.214, 4.733], [-3.573, 3.886, 4.018], [-4.627, 4.515, 7.367], [-5.259, 3.101, 6.533], [-5.180, 4.598, 5.612]], "forces_ev_per_angstrom": [[-0.1, -0.8, 0.1], [-0.2, 0.3, -0.2], [0.5, 0.4, -0.8], [-0.8, 1.2, 0.2], [0.8, -1.7, 0.4], [0.0, 1.1, -0.3], [3.4, -1.2, -0.1], [-1.6, 0.3, 0.4], [-0.6, -0.8, -0.2], [-0.7, 0.2, 0.8], [-0.1, 1.1, -0.2], [-0.2, 0.0, 0.1], [-0.1, 0.1, -0.2], [-0.1, -0.1, 0.3], [0.1, 0.3, 0.2], [-0.3, -0.1, 0.2], [0.1, -0.3, -0.2], [-0.1, -0.1, -0.2], [-0.4, 0.6, -0.7], [-0.1, 0.2, 0.1], [0.2, -0.4, -0.1], [0.1, 0.2, 0.4], [0.0, -0.1, 0.5], [0.0, 0.3, 0.2], [0.6, -0.2, 0.0], [0.0, -0.4, -0.4], [0.0, -0.5, -0.1], [-0.2, -0.1, 0.0], [0.2, 0.0, -0.1], [-0.4, 0.6, 0.0], [-0.5, -0.4, -1.1], [1.0, 1.1, 1.3], [-0.9, -1.9, -0.4], [1.1, 1.6, -1.1], [0.6, 1.2, 1.0], [-0.8, -2.0, 0.0], [-0.5, -0.4, 1.8], [0.8, 0.2, -1.2], [-0.3, 0.9, 0.1], [0.3, 0.3, 0.8], [0.1, -0.8, -0.8], [0.1, -0.1, 0.2], [0.1, 0.0, -0.2], [-0.1, 0.0, 0.2], [0.1, 0.0, 0.0], [-0.3, -0.2, 0.1], [-0.2, 0.2, -0.1], [0.3, -0.1, 0.2], [-0.6, 0.1, -0.4], [-0.2, -0.2, -0.8], [0.3, 0.3, 0.0], [-0.1, -0.3, -0.2], [0.1, -0.2, 0.5], [0.3, -0.2, 0.0], [-0.2, 0.4, -0.1], [0.3, 0.1, 0.0], [0.1, -0.1, -0.1], [-0.2, 0.3, 0.3], [-0.2, 0.2, -0.1], [-0.2, 0.2, 0.1], [-0.4, 0.3, 0.7], [1.1, -0.7, -0.2], [-0.2, -0.2, -0.4], [-1.2, 0.0, 0.7], [0.5, 0.1, -1.7], [-0.7, -0.4, 0.8], [1.4, 1.6, 0.1], [0.6, -0.7, -1.4], [-0.2, 0.2, 1.6], [0.4, 0.2, -0.2], [0.1, 0.5, -0.4], [-0.5, -0.5, -0.1], [-0.4, -0.3, -0.1], [0.6, 0.5, 0.6], [0.3, -0.6, -0.6], [-0.6, -0.1, 0.0], [0.1, 0.3, 0.4], [0.6, 0.0, 0.1], [-0.6, 0.3, -0.3], [-0.1, -0.6, 0.4], [-0.2, 0.1, -0.1], [-0.1, 0.1, 0.1], [-0.8, 0.3, 0.1], [0.3, -0.4, -0.5], [-0.7, 1.5, -0.1], [0.0, -0.2, 0.3], [0.2, 0.4, -1.0], [-1.3, -1.2, 0.4], [-0.2, 0.3, 0.3], [-1.0, -1.1, 0.7], [1.2, 1.3, 0.5], [-0.9, -0.5, -0.7], [-0.9, 0.6, -0.1], [0.1, -0.8, -0.8], [0.3, -0.2, -0.1], [0.5, -0.4, 0.9], [0.4, 0.0, 0.3], [0.0, 0.0, 0.2], [0.2, 0.0, 0.2], [0.0, 0.3, -0.2], [-0.3, 0.3, 0.0], [0.4, 0.4, -0.3], [-0.1, 0.3, 0.1], [0.5, -0.2, -0.5], [1.1, -0.5, -0.1], [-0.2, -0.1, -0.2], [0.5, 0.2, 0.6], [0.0, -0.7, -0.4], [1.0, -0.3, -0.1], [-1.0, -0.2, -0.1], [0.3, -0.1, 1.1], [1.1, 1.2, 0.4], [-0.5, -1.7, -0.6], [-0.2, 0.3, 1.0], [0.5, 0.1, -1.1], [1.0, -0.3, 1.2], [-1.0, -0.4, -0.1], [0.0, 0.3, 0.3], [-0.4, 0.0, 0.2], [-0.4, -0.2, -0.2], [0.6, -0.4, -0.1], [-0.1, 0.6, 0.3], [-0.2, -0.4, -0.6], [-0.2, 0.5, -0.5], [0.2, 0.9, -0.2], [0.2, 0.3, 0.4], [-0.6, -0.1, -0.5], [0.1, 0.6, -0.2], [-0.4, -0.9, -0.6], [0.2, -0.3, 0.3], [-0.1, 0.3, -0.1], [-0.2, 0.3, -0.1], [-0.2, 0.4, 0.6], [-0.1, -0.2, -0.5], [0.0, 0.4, -0.8], [-0.3, 0.2, 0.9], [0.0, 0.0, -0.4], [-1.5, 0.7, -0.2], [1.8, 0.2, 0.8], [0.8, 0.9, 0.2], [-0.8, -0.6, -0.6], [0.1, -0.4, 0.1], [0.6, -0.1, 0.0], [-0.6, -0.2, -0.1], [-0.4, 0.0, 0.1], [0.2, -0.5, 0.2], [0.4, 0.0, 0.3], [0.7, 0.0, 0.0], [-0.4, 0.1, -0.4], [-0.5, -0.4, 0.1], [-0.2, -0.1, -0.3], [-0.3, -0.1, 0.2], [0.1, -0.2, 0.3], [-0.2, -0.3, -0.2], [-0.2, 0.2, 0.1], [0.5, 0.5, 0.2], [1.8, 0.6, -0.7], [0.1, -0.7, -0.5], [-2.1, 0.5, 0.3], [1.4, 0.3, 0.1], [0.6, 0.7, 0.7], [0.2, 0.7, 0.1], [-0.9, -0.3, 1.1], [-0.2, 0.3, 0.0], [0.0, 0.0, -1.2], [-0.3, -0.2, 0.3], [-0.3, 0.0, 0.0], [-0.1, -0.2, -0.1], [-0.3, 0.0, -0.1], [0.3, 0.3, 0.3], [-0.4, -0.4, 0.1], [-0.3, -0.5, -0.2], [0.0, 0.3, 0.3], [0.3, 0.2, -0.2], [0.4, 0.0, 0.8], [-0.1, -0.1, -0.5], [0.2, 0.0, -0.2], [-0.2, -0.9, 0.0], [-0.2, 0.1, -0.5], [0.1, -0.4, 0.2], [-0.5, -0.2, -0.2], [0.8, 0.3, 0.1], [-1.3, -1.1, 0.9], [0.6, 0.0, -1.2], [1.4, -0.3, -0.3], [-0.6, 0.8, 1.0], [-0.1, 1.3, -0.5], [-0.1, -2.4, 0.5], [0.6, 0.4, -0.6], [0.0, 0.2, 0.1], [-0.3, -0.2, -0.5], [0.0, 0.5, 0.2], [0.0, 0.0, -0.2], [0.4, 0.3, 0.2], [-0.2, 0.0, 0.0], [0.0, 0.1, 0.7], [0.1, -0.2, -0.3], [0.1, 0.1, -0.2], [-0.6, -0.4, 0.1], [0.3, -0.5, -0.3], [-0.3, -0.2, -0.2], [-0.5, 0.3, 0.3], [-0.3, 0.6, 0.7], [0.5, 0.4, -0.1], [0.8, 0.4, -0.4], [-1.1, 0.7, 1.1], [-0.6, -0.8, -1.4], [0.2, -0.8, 1.2], [-0.1, -0.8, -0.9], [0.7, 1.8, 1.6], [1.1, 1.1, -1.2], [-1.6, -1.5, 0.3], [1.1, -0.2, -0.7], [0.1, -0.1, -0.4], [0.3, -0.1, 0.2], [-0.2, -0.2, 0.1], [0.4, -0.4, -0.2], [-0.2, 0.3, 0.3], [-0.6, 0.0, 0.1], [0.2, -0.4, 0.3], [0.0, 0.1, -0.1], [0.2, -0.2, -0.4], [0.1, 0.1, -0.7], [0.5, -0.6, 0.2], [-0.8, -0.2, -0.4], [0.1, 0.6, 0.4], [-0.1, 0.1, 0.3], [0.3, 0.6, 0.2], [0.2, -0.3, -0.5], [-0.6, 0.1, -0.3], [-0.3, -0.1, 0.2], [1.6, 1.1, 1.3], [0.1, -0.1, -1.2], [-0.4, 0.6, 0.8], [0.9, -0.2, 0.6], [-0.2, -0.1, 1.0], [-1.1, 0.2, -0.9], [0.0, -0.2, 0.1], [-0.1, 0.3, -0.1], [0.5, 0.2, -0.1], [0.3, -0.1, 0.2], [-0.5, 0.0, 0.2], [-0.3, -0.1, 0.0], [-0.4, -0.4, -0.3], [-0.6, 0.1, 0.2], [0.0, -0.1, -0.1], [0.0, -0.6, 0.0], [0.2, 0.0, -0.3], [0.4, -0.1, -0.4], [0.7, -0.1, -0.1], [0.1, 0.1, -0.4], [-0.5, 0.0, 0.0], [-1.0, -0.5, 1.7], [1.3, -0.5, 0.4], [0.9, 1.1, -1.4], [0.1, -0.6, -0.2], [-0.3, 0.8, 1.7], [0.1, 0.0, -1.5], [-0.1, -1.3, -0.2], [0.7, 0.3, -0.9], [0.5, 0.5, 1.4], [0.0, 0.1, -1.3], [1.0, 0.0, 0.5], [-0.2, 0.0, -0.6], [-0.5, -0.1, -0.6], [-1.2, 0.4, 1.2], [0.2, 0.1, -0.1], [0.0, -0.1, 0.1], [-0.4, 0.1, -0.5], [-0.4, 0.4, 0.6], [0.4, -0.2, -0.3], [-0.1, 0.1, 0.0], [-0.2, 0.1, 0.2], [-0.4, -0.1, 0.6], [-0.6, -0.2, -0.4], [0.1, -0.5, -0.4], [0.2, -0.2, -0.8], [0.4, -0.7, 0.1], [0.0, 1.1, 0.1], [-0.4, 1.2, 0.4], [1.2, 0.1, 1.5], [-1.5, -0.9, 0.0], [1.8, -0.4, -0.5], [-0.6, 2.0, 0.8], [-0.6, 0.6, -0.5], [-0.5, -0.4, 0.7], [0.3, -0.3, -0.2], [0.1, -0.6, 0.3], [-0.1, -0.1, 0.4], [-0.4, 0.3, -0.7], [0.2, 0.0, -0.3], [0.0, 0.0, 0.0], [-0.6, 0.1, -0.5], [0.2, 0.1, 0.1], [0.3, -0.2, -0.6], [0.2, -0.1, 0.4], [-0.3, 0.1, -0.4], [-0.6, -0.2, -0.4], [0.2, -0.2, -0.1], [0.2, -1.1, 0.2], [0.1, -0.6, -0.9], [0.2, 0.0, 2.5], [-0.5, 1.9, -1.4], [-0.7, -1.4, -1.3], [1.0, -1.1, 0.7], [-1.7, 2.7, -0.9], [1.1, -0.6, 0.3], [0.8, -0.9, -0.1], [-0.8, 0.6, -1.6], [-0.1, 0.0, 0.1], [-0.3, 0.1, 0.1], [0.0, -0.2, -0.5], [0.1, -0.5, 0.6], [-0.3, -0.1, -0.2], [0.5, 0.5, 0.7], [0.3, -0.4, 0.4], [0.6, 0.7, 0.6], [0.0, -0.1, 0.2], [0.3, -0.5, -0.1], [-0.2, -0.7, 0.5], [-0.2, 0.1, -0.4], [-0.5, 0.7, 0.0], [0.1, 0.2, 0.3], [0.4, -0.4, 0.5], [-0.1, 0.3, 1.0], [1.1, -0.3, -0.3], [-1.0, 0.1, -1.5], [-0.5, 1.1, 1.2], [1.1, -0.6, -0.1], [-0.3, -1.0, 0.3], [0.9, -0.2, 0.2], [-0.1, 0.8, -0.2], [1.0, -1.2, 0.0], [0.3, 0.8, -1.0], [-0.6, -0.2, 0.2], [-0.2, -0.8, 0.3], [0.5, -0.2, 0.7], [-0.1, 0.1, -0.1], [-0.5, -0.4, 0.3], [-0.3, 0.6, -0.6], [0.7, 0.7, 0.6], [-0.2, -0.4, 0.6], [-0.7, 0.4, -0.5], [-0.2, -0.1, -0.8], [-0.4, 0.0, -0.1], [-0.1, 0.3, -0.3], [-0.3, -0.1, 0.0], [0.2, 0.3, 0.1]], "largest_force_ev_per_a": 3.6, "de_lowest_kj_mol": 113.25, "homo_ev": -7.99, "orbital_gap_ev": 8.384, "lumo_energy_ev": 0.39}